ORCA calculation (wB97M-V/def2-TZVPD) on a cluster of 6 separate species, C5H23N2O6 in total.

CARTESIAN COORDINATES (ANGSTROEM)
N1 -0.282 1.679 -0.973
C1 -0.089 0.498 -1.850
C2 -0.925 -0.743 -1.540
C3 -2.442 -0.533 -1.364
O1 -2.833 -0.590 -0.009
C4 1.416 0.225 -2.006
N2 2.010 -0.662 -1.020
C5 2.640 -0.001 0.154
H1 -1.160 1.545 -0.473
H2 0.424 1.644 -0.252
H3 -0.427 0.921 -2.807
H4 -0.475 -1.245 -0.678
H5 -0.847 -1.575 -2.275
H6 -2.967 -1.380 -1.818
H7 -2.845 0.365 -1.874
H8 1.589 -0.355 -2.942
H9 2.072 1.092 -2.098
H10 1.316 -1.348 -0.682
H11 3.287 -0.703 0.667
H12 1.852 0.410 0.792
H13 3.203 0.839 -0.255
H14 -2.129 1.782 1.461
H15 -2.374 0.134 0.624
O2 -1.577 1.002 1.411
H16 0.066 0.012 3.543
H17 -0.319 0.876 2.306
O3 0.455 0.652 2.929
H18 0.444 -2.910 0.494
H19 0.233 -3.391 -0.986
O4 0.906 -3.234 -0.315
H20 0.449 3.072 1.555
H21 0.425 2.733 2.999
O5 0.455 3.501 2.405
H22 0.060 -0.988 1.967
H23 -1.223 -1.518 1.255
O6 -0.388 -1.804 1.654

The net charge is 0. As for the multiplicity: 2.



ORCA calculation (wB97M-V/def2-TZVPD) on a structure of composition C3H9NO2.

CARTESIAN COORDINATES (ANGSTROEM)
C1 -0.859 -0.699 -0.250
C2 -0.553 0.246 0.778
C3 1.262 -0.023 0.781
N1 1.966 0.730 -0.202
O1 -0.254 -0.690 -1.478
O2 -2.464 0.083 -0.388
H1 -0.622 -1.420 -1.997
H2 -2.340 0.887 -0.914
H3 -1.142 -1.694 0.089
H4 1.807 0.362 -1.137
H5 1.710 1.711 -0.203
H6 -0.669 1.313 0.617
H7 -0.868 -0.074 1.766
H8 1.535 -1.078 0.757
H9 1.490 0.346 1.781

The net charge is 0.



ORCA calculation (wB97M-V/def2-TZVPD) on a cluster of 13 separate species, C46H109Cl12N9O15 in total.

CARTESIAN COORDINATES (ANGSTROEM)
O1 6.610 2.116 -18.173
C1 5.569 1.480 -18.096
N1 4.496 1.945 -17.412
C2 5.358 0.164 -18.828
H1 4.621 2.730 -16.794
H2 3.629 1.445 -17.358
H3 5.976 0.167 -19.721
H4 4.301 -0.006 -19.036
H5 5.671 -0.667 -18.196
O2 5.416 6.110 -20.880
C3 5.867 5.219 -20.169
N2 6.325 4.065 -20.704
C4 5.871 5.374 -18.665
H6 6.208 4.019 -21.702
H7 6.393 3.256 -20.104
H8 6.589 4.674 -18.222
H9 4.926 5.148 -18.173
H10 6.204 6.366 -18.371
O3 11.903 6.937 -22.924
C5 10.765 6.503 -22.902
N3 9.797 7.034 -23.702
C6 10.327 5.520 -21.843
H11 10.049 7.843 -24.243
H12 8.823 6.815 -23.613
H13 9.273 5.261 -21.929
H14 10.469 6.015 -20.881
H15 11.034 4.692 -21.834
C7 13.839 -8.941 -20.329
Cl1 13.194 -10.430 -19.521
Cl2 12.543 -8.173 -21.256
Cl3 15.309 -9.356 -21.206
H16 14.144 -8.273 -19.528
C8 8.988 -2.236 -19.138
Cl4 7.728 -2.456 -20.351
Cl5 9.813 -3.741 -18.780
Cl6 8.353 -1.341 -17.757
H17 9.711 -1.530 -19.536
C9 12.941 -1.368 -17.160
Cl7 12.144 0.098 -16.637
Cl8 13.081 -2.600 -15.882
Cl9 14.522 -1.017 -17.888
H18 12.360 -1.837 -17.949
C10 9.945 2.711 -15.751
Cl10 11.116 2.897 -14.454
Cl11 8.874 4.129 -15.900
Cl12 8.921 1.295 -15.506
H19 10.458 2.602 -16.701
C11 16.801 2.315 -25.163
O4 17.316 1.344 -24.264
C12 16.329 0.433 -23.791
C13 15.390 -0.138 -24.899
N4 14.743 -1.355 -24.453
C14 15.589 -2.553 -24.507
C15 14.695 -3.732 -24.207
O5 15.493 -4.920 -24.158
C16 14.745 -6.101 -24.370
H20 17.650 2.888 -25.539
H21 16.108 2.977 -24.641
H22 16.435 1.800 -26.055
H23 15.728 0.919 -23.017
H24 16.860 -0.388 -23.313
H25 15.976 -0.246 -25.821
H26 14.605 0.612 -25.000
H27 13.942 -1.460 -25.085
H28 16.261 -2.435 -23.655
H29 16.073 -2.688 -25.480
H30 13.976 -3.834 -25.027
H31 14.196 -3.598 -23.247
H32 14.106 -6.453 -23.554
H33 15.564 -6.814 -24.498
H34 14.145 -6.061 -25.286
C17 12.023 3.342 -24.060
O6 12.417 3.020 -22.730
C18 13.623 3.640 -22.339
C19 13.990 3.289 -20.896
N5 13.186 4.052 -19.988
C20 13.177 3.692 -18.584
C21 12.366 4.803 -17.918
O7 11.102 4.905 -18.550
C22 10.303 5.982 -18.137
H35 12.840 3.103 -24.743
H36 11.752 4.395 -24.172
H37 11.152 2.709 -24.217
H38 13.666 4.712 -22.554
H39 14.469 3.226 -22.911
H40 15.068 3.484 -20.842
H41 13.914 2.199 -20.767
H42 12.306 4.384 -20.334
H43 14.172 3.654 -18.149
H44 12.627 2.762 -18.368
H45 12.866 5.749 -18.162
H46 12.227 4.614 -16.847
H47 10.257 5.990 -17.048
H48 9.323 6.065 -18.597
H49 10.835 6.907 -18.417
C23 1.971 -3.439 -29.148
O8 3.010 -4.215 -28.599
C24 3.102 -5.557 -29.076
C25 4.424 -6.056 -28.472
N6 4.507 -5.876 -27.053
C26 5.804 -6.266 -26.541
C27 5.887 -6.103 -25.020
O9 7.204 -6.119 -24.533
C28 7.990 -4.970 -24.673
H50 1.778 -2.624 -28.448
H51 0.980 -3.905 -29.206
H52 2.266 -3.070 -30.132
H53 3.133 -5.532 -30.171
H54 2.248 -6.195 -28.825
H55 5.220 -5.575 -29.055
H56 4.436 -7.134 -28.669
H57 4.314 -4.931 -26.747
H58 6.678 -5.709 -26.922
H59 6.074 -7.286 -26.827
H60 5.428 -6.938 -24.489
H61 5.304 -5.211 -24.757
H62 8.433 -4.860 -25.669
H63 8.824 -5.037 -23.973
H64 7.457 -4.044 -24.429
C29 9.589 0.213 -24.079
O10 10.121 -0.586 -25.102
C30 10.799 -1.699 -24.590
C31 11.480 -2.500 -25.687
N7 12.405 -1.654 -26.432
C32 12.930 -2.312 -27.611
C33 13.632 -1.302 -28.525
O11 12.674 -0.427 -29.075
C34 13.273 0.642 -29.758
H65 8.967 -0.326 -23.356
H66 8.989 1.010 -24.523
H67 10.387 0.738 -23.537
H68 10.102 -2.363 -24.058
H69 11.557 -1.466 -23.829
H70 10.645 -2.836 -26.325
H71 11.994 -3.393 -25.338
H72 11.979 -0.765 -26.662
H73 12.066 -2.684 -28.188
H74 13.578 -3.172 -27.437
H75 14.099 -1.903 -29.311
H76 14.367 -0.767 -27.915
H77 13.977 0.414 -30.560
H78 13.740 1.350 -29.061
H79 12.468 1.246 -30.184
C35 8.984 1.940 -20.951
O12 9.877 0.885 -20.717
C36 11.018 1.165 -19.913
C37 12.170 0.328 -20.368
N8 11.826 -1.109 -20.468
C38 12.998 -1.764 -21.076
C39 12.860 -3.276 -20.980
O13 11.765 -3.609 -21.824
C40 11.625 -5.005 -22.039
H80 8.507 1.778 -21.921
H81 9.456 2.926 -20.934
H82 8.197 1.913 -20.187
H83 10.783 0.743 -18.921
H84 11.158 2.239 -19.784
H85 13.027 0.462 -19.705
H86 12.551 0.644 -21.351
H87 11.065 -1.104 -21.144
H88 13.929 -1.550 -20.549
H89 13.113 -1.415 -22.106
H90 12.606 -3.569 -19.951
H91 13.793 -3.807 -21.203
H92 11.503 -5.519 -21.085
H93 12.462 -5.338 -22.659
H94 10.756 -5.166 -22.678
C41 10.153 -7.946 -18.653
O14 11.023 -6.846 -18.460
C42 11.845 -7.100 -17.341
C43 13.039 -6.155 -17.263
N9 14.053 -6.359 -18.295
C44 15.221 -5.541 -17.982
C45 16.281 -5.548 -19.076
O15 15.979 -4.568 -20.050
C46 16.889 -4.623 -21.155
H95 9.502 -8.062 -17.783
H96 10.698 -8.875 -18.852
H97 9.561 -7.812 -19.558
H98 12.178 -8.139 -17.276
H99 11.263 -6.834 -16.447
H100 13.455 -6.311 -16.263
H101 12.693 -5.114 -17.250
H102 13.632 -6.119 -19.189
H103 15.685 -6.030 -17.121
H104 15.029 -4.501 -17.692
H105 16.342 -6.515 -19.590
H106 17.246 -5.347 -18.594
H107 16.857 -5.580 -21.680
H108 17.877 -4.398 -20.743
H109 16.505 -3.823 -21.784

The net charge is 0.



ORCA calculation (wB97M-V/def2-TZVPD) on the molecule C4H9NO.

CARTESIAN COORDINATES (ANGSTROEM)
C1 0.231 -2.262 -0.651
C2 0.160 -0.773 -0.380
O1 0.072 -0.616 1.039
C3 -0.029 0.606 1.627
N1 -0.168 1.784 1.205
C4 -0.307 2.218 -0.173
H1 1.126 -2.688 -0.188
H2 -0.652 -2.762 -0.245
H3 0.276 -2.453 -1.726
H4 1.063 -0.268 -0.746
H5 -0.717 -0.323 -0.863
H6 0.022 0.450 2.708
H7 -1.288 1.927 -0.571
H8 0.470 1.846 -0.854
H9 -0.260 3.312 -0.183

The net charge is 0. Its structure (SMILES) is CCO/C=N\C.



ORCA calculation (wB97M-V/def2-TZVPD) on a cluster of 2 separate species, C6H16N2O in total.

CARTESIAN COORDINATES (ANGSTROEM)
C1 -2.313 1.164 0.640
C2 -1.071 0.360 0.141
N1 -1.406 -1.072 0.350
C3 0.170 0.706 1.059
C4 1.304 1.490 0.362
C5 1.678 0.951 -1.013
C6 1.527 -0.252 -1.528
N2 1.863 -0.484 -2.879
H1 -2.297 1.737 1.550
H2 -3.059 0.399 0.841
H3 -2.839 1.881 0.023
H4 -0.859 0.532 -0.908
H5 -1.374 -1.590 -0.520
H6 -2.263 -1.205 0.872
H7 0.602 -0.150 1.553
H8 -0.319 1.309 1.822
H9 2.146 1.290 1.042
H10 1.226 2.588 0.269
H11 2.149 1.752 -1.593
H12 1.213 -1.227 -1.158
H13 2.206 0.287 -3.424
H14 1.782 -1.379 -3.316
O1 0.298 -2.828 2.030
H15 -0.078 -3.581 2.517
H16 -0.287 -2.679 1.270

The net charge is 0. Its structure (SMILES) is C[C@H](N)CC/C=C/N.O.



ORCA calculation (wB97M-V/def2-TZVPD) on the molecule C6H11N3O.

CARTESIAN COORDINATES (ANGSTROEM)
C1 3.517 -1.060 0.093
C2 3.285 0.468 -0.079
C3 -0.939 -1.438 -0.605
C4 -0.178 0.186 1.260
C5 -1.029 1.178 -0.935
C6 -0.217 -0.052 -0.190
N1 2.595 -1.871 0.056
N2 1.993 0.814 -0.380
N3 1.087 -0.005 -0.877
O1 4.154 1.299 0.033
H1 4.498 -1.518 0.140
H2 -0.669 -2.281 -0.113
H3 -1.954 -1.332 -0.750
H4 -0.572 -1.368 -1.598
H5 0.381 1.029 1.669
H6 0.334 -0.676 1.812
H7 -1.174 0.417 1.698
H8 -1.027 1.050 -2.043
H9 -2.043 1.158 -0.555
H10 -0.414 1.980 -0.601
H11 1.622 1.616 0.134

The net charge is 0.



ORCA calculation (wB97M-V/def2-TZVPD) on the molecule ClFH3N2P.

CARTESIAN COORDINATES (ANGSTROEM)
N1 -0.136 -1.488 -0.935
P1 0.204 -0.307 -0.035
N2 -0.289 1.310 0.020
F1 -0.279 -0.734 1.473
Cl1 2.198 -0.186 0.246
H1 -0.462 -1.448 -1.851
H2 -0.018 1.638 0.935
H3 -1.218 1.215 0.147

The net charge is 0. Its structure (SMILES) is N=[P@@](N)(F)Cl.



ORCA calculation (wB97M-V/def2-TZVPD) on a structure of composition C4H5BrN2.

CARTESIAN COORDINATES (ANGSTROEM)
C1 0.204 -1.294 -0.045
C2 -1.246 -1.080 0.000
C3 1.543 0.680 -0.364
C4 1.052 1.671 0.351
N1 1.290 -0.648 -0.234
N2 -1.704 0.050 -0.143
Br1 -3.565 0.160 -0.253
H1 0.317 -2.426 -0.140
H2 -1.765 -1.934 0.399
H3 2.234 0.887 -1.109
H4 0.229 1.308 1.059
H5 1.411 2.627 0.478

The net charge is 0. As for the multiplicity: 3.



ORCA calculation (wB97M-V/def2-TZVPD) on a structure of composition C16H16MnN4O5.

CARTESIAN COORDINATES (ANGSTROEM)
Mn1 1.042 -0.298 1.657
O1 -0.381 1.597 2.022
C1 -0.512 1.936 3.412
C2 -0.384 0.697 4.287
N1 0.786 -0.092 3.955
C3 0.644 -1.566 4.031
C4 0.151 -2.211 2.688
O2 0.581 -3.304 2.372
O3 -0.650 -1.442 2.002
C5 2.127 0.495 4.233
C6 2.750 0.555 2.828
O4 2.490 1.549 2.112
O5 3.091 -0.581 2.356
H1 0.102 2.309 1.587
H2 -1.492 2.389 3.575
H3 0.254 2.668 3.675
H4 -1.256 0.062 4.140
H5 -0.370 1.029 5.335
H6 -0.094 -1.873 4.779
H7 1.603 -2.008 4.286
H8 2.686 -0.125 4.931
H9 1.997 1.501 4.629
N2 -4.231 -0.231 -7.677
C7 -3.480 -0.219 -6.808
C8 -2.534 -0.202 -5.715
C9 -2.970 -0.436 -4.416
C10 -2.067 -0.420 -3.369
C11 -0.726 -0.161 -3.622
C12 -0.285 0.070 -4.917
C13 -1.190 0.047 -5.964
N3 0.208 -0.136 -2.547
C14 1.591 -0.204 -2.638
C15 2.060 -0.140 -1.370
N4 0.996 -0.018 -0.501
C16 -0.089 -0.026 -1.231
H10 -4.015 -0.640 -4.226
H11 -2.417 -0.634 -2.369
H12 0.753 0.286 -5.120
H13 -0.853 0.229 -6.975
H14 2.102 -0.321 -3.575
H15 3.073 -0.170 -1.008
H16 -1.091 0.040 -0.842

The net charge is 0. As for the multiplicity: 6.



ORCA calculation (wB97M-V/def2-TZVPD) on a structure of composition C42H32FeN3P2Te.

CARTESIAN COORDINATES (ANGSTROEM)
Fe1 -0.692 -1.245 0.488
Te1 0.017 0.009 -2.776
C1 0.641 1.684 -3.864
C2 1.779 2.393 -3.512
C3 2.099 3.528 -4.242
N1 1.387 3.972 -5.273
C4 0.315 3.269 -5.614
C5 -0.107 2.128 -4.945
C6 0.425 0.731 -0.820
P1 -1.191 1.053 -0.124
C7 -2.021 2.244 -1.190
C8 -1.307 3.323 -1.710
C9 -1.950 4.258 -2.504
C10 -3.303 4.118 -2.779
C11 -4.016 3.046 -2.262
C12 -3.376 2.106 -1.469
C13 -1.039 1.895 1.489
C14 -1.448 1.214 2.630
C15 -1.345 1.801 3.888
C16 -0.865 3.093 4.006
C17 -0.502 3.803 2.865
C18 -0.588 3.210 1.623
P2 1.480 -0.433 0.011
C19 2.919 -0.879 -0.971
C20 2.900 -2.019 -1.770
C21 4.002 -2.343 -2.543
C22 5.128 -1.532 -2.518
C23 5.158 -0.403 -1.713
C24 4.057 -0.077 -0.935
C25 2.144 0.323 1.522
C26 2.576 -0.520 2.546
C27 3.120 0.007 3.705
C28 3.226 1.385 3.854
C29 2.804 2.227 2.837
C30 2.273 1.697 1.670
H1 2.401 2.086 -2.681
H2 2.979 4.107 -3.985
H3 -0.257 3.640 -6.458
H4 -1.015 1.629 -5.257
H5 -0.243 3.402 -1.524
H6 -1.392 5.085 -2.923
H7 -3.804 4.845 -3.404
H8 -5.069 2.937 -2.482
H9 -3.929 1.263 -1.072
H10 -1.889 0.226 2.542
H11 -1.665 1.254 4.767
H12 -0.792 3.563 4.977
H13 -0.152 4.823 2.955
H14 -0.299 3.770 0.742
H15 2.022 -2.655 -1.784
H16 3.984 -3.229 -3.163
H17 5.988 -1.785 -3.124
H18 6.040 0.222 -1.685
H19 4.089 0.802 -0.304
H20 2.493 -1.597 2.432
H21 3.466 -0.653 4.490
H22 3.645 1.799 4.761
H23 2.891 3.299 2.951
H24 1.959 2.344 0.861
C31 -0.976 -3.104 4.456
C32 -0.619 -2.243 3.412
N2 -0.953 -2.479 2.153
C33 -1.679 -3.588 1.872
C34 -2.080 -4.505 2.848
C35 -1.703 -4.232 4.175
C36 -2.841 -5.657 2.455
C37 -3.177 -5.864 1.165
C38 -2.787 -4.936 0.139
C39 -3.115 -5.088 -1.220
C40 -2.705 -4.144 -2.126
C41 -1.965 -3.043 -1.680
N3 -1.641 -2.874 -0.408
C42 -2.046 -3.806 0.491
H25 -0.671 -2.865 5.464
H26 -0.041 -1.346 3.599
H27 -1.993 -4.915 4.964
H28 -3.143 -6.361 3.218
H29 -3.750 -6.735 0.879
H30 -3.689 -5.948 -1.540
H31 -2.942 -4.232 -3.176
H32 -1.635 -2.278 -2.371

The net charge is +1. As for the multiplicity: 5.



ORCA calculation (wB97M-V/def2-TZVPD) on the ion C6H13BrNO3S with charge -1.

CARTESIAN COORDINATES (ANGSTROEM)
C1 -1.260 1.324 -0.968
C2 -0.997 0.163 -0.078
C3 -2.363 -0.420 0.427
C4 -0.136 -0.994 -0.697
C5 1.314 -1.010 0.009
C6 1.082 -1.303 1.450
Br1 2.240 -2.583 -0.914
N1 1.937 0.196 -0.240
S1 3.461 0.498 0.442
O1 3.642 -0.759 1.105
O2 4.430 0.822 -0.601
O3 3.169 1.572 1.373
H1 -1.413 1.076 -2.063
H2 -2.040 1.887 -0.546
H3 -0.351 1.995 -0.953
H4 -0.470 0.587 0.820
H5 -2.422 -1.198 1.173
H6 -3.054 0.401 0.700
H7 -2.606 -0.763 -0.555
H8 -0.642 -1.980 -0.493
H9 0.066 -0.832 -1.760
H10 0.875 -2.357 1.678
H11 0.325 -0.615 1.814
H12 2.070 -1.076 1.798
H13 1.710 0.649 -1.174

The net charge is -1. Its structure (SMILES) is CC(C)C[C@@](C)(Br)NS(=O)(=O)[O-].



Calculated calculated total energy (eV), listed in the same order as above: -20819.87833; -8839.39350; -243856.17193; -7830.53280; -11507.52224; -12913.32622; -27559.22614; -77245.55979; -64370.85178; -108796.33871; -94944.46205